{"formula": "C14H16", "method": "ωB97M-V/def2-TZVPD", "homo_lumo_gap_ev": 9.88, "de_lowest_kj_mol": 29.3, "spin_multiplicity": 1, "smiles": "Cc1ccccc1.Cc1ccccc1", "largest_force_ev_per_a": 1.5, "species": ["C", "C", "C", "C", "C", "C", "C", "H", "H", "H", "H", "H", "H", "H", "H", "C", "C", "C", "C", "C", "C", "C", "H", "H", "H", "H", "H", "H", "H", "H"], "positions_angstrom": [[3.8116, -3.7377, 0.1704], [0.7886, -0.8362, 1.1697], [1.3826, -1.5876, 2.1607], [1.1444, -1.0946, -0.1552], [2.3406, -2.5428, 1.8519], [2.1635, -1.9649, -0.4709], [2.7430, -2.7391, 0.5420], [0.1399, 0.0096, 1.3111], [1.1199, -1.3544, 3.1820], [0.6854, -0.4873, -0.9323], [2.8342, -3.1116, 2.6324], [2.5315, -2.1497, -1.4658], [4.3203, -4.1749, 1.0303], [4.5799, -3.2534, -0.4362], [3.3515, -4.5137, -0.4478], [-2.1259, 3.9791, 0.8154], [-1.9779, 0.7042, -1.9905], [-1.9733, 2.0001, -2.4374], [-2.1792, 0.4878, -0.6187], [-2.0492, 3.0736, -1.5366], [-2.2133, 1.5247, 0.2703], [-2.1326, 2.8476, -0.1754], [-1.9181, -0.1852, -2.5976], [-1.8259, 2.2376, -3.4882], [-2.2730, -0.5664, -0.3439], [-1.8540, 4.0649, -1.9198], [-2.4013, 1.3297, 1.3145], [-1.2663, 3.8392, 1.4759], [-3.0036, 4.0219, 1.4697], [-2.0188, 4.9546, 0.3417]]}


{"formula": "C14H16BClF4N4O5Se4V", "method": "ωB97M-V/def2-TZVPD", "homo_lumo_gap_ev": [4.08, 4.07], "de_lowest_kj_mol": 183.6, "spin_multiplicity": 4, "largest_force_ev_per_a": 1.1, "total_charge": -2, "s2": 3.76, "species": ["V", "Se", "Se", "Se", "Se", "F", "B", "F", "F", "F", "O", "Cl", "O", "O", "O", "N", "C", "C", "C", "C", "C", "C", "C", "N", "C", "C", "N", "C", "H", "H", "H", "H", "H", "H", "H", "C", "N", "C", "C", "C", "O", "H", "H", "H", "H", "H", "H", "H", "H", "H"], "positions_angstrom": [[1.2163, 1.4407, -0.3727], [0.9238, 1.2019, 2.0267], [1.7546, 3.0341, 3.1803], [2.1925, 1.7558, 7.5096], [1.5811, 1.4439, 5.3431], [-0.2653, 4.1809, -1.0462], [-1.0753, 3.2040, -1.5929], [-1.8399, 2.5537, -0.5953], [-0.2256, 2.1817, -2.1804], [-1.9168, 3.6992, -2.5868], [4.7774, 2.0652, -1.3988], [3.4625, 2.5681, -1.6293], [3.4840, 3.6447, -2.5612], [2.8327, 2.9707, -0.3662], [2.5878, 1.4895, -2.1253], [-8.7090, -1.5473, -2.2193], [-7.5710, -1.4462, -2.0886], [-6.1451, -1.3259, -1.9373], [-5.5997, -0.2996, -1.1681], [-4.2302, -0.1718, -1.0457], [-3.3908, -1.0793, -1.6883], [-3.9328, -2.1189, -2.4387], [-5.3029, -2.2385, -2.5666], [-1.9985, -0.9328, -1.5902], [-1.0361, -1.3867, -2.4869], [0.1493, -0.9232, -2.0287], [-0.0589, -0.2190, -0.8560], [-1.3385, -0.2380, -0.6276], [-6.2517, 0.4076, -0.6744], [-3.8140, 0.6511, -0.4796], [-3.2830, -2.8493, -2.8991], [-5.7262, -3.0489, -3.1445], [-1.2940, -1.9230, -3.3810], [1.1354, -1.0163, -2.4510], [-1.8069, 0.2333, 0.2192], [3.6503, -1.4356, 3.6061], [3.1891, -1.5272, 2.2315], [1.9975, -2.3242, 2.0342], [3.5721, -0.6606, 1.2587], [4.5321, 0.4344, 1.6439], [3.1228, -0.7388, 0.1139], [3.5924, -2.4303, 4.0545], [3.0373, -0.7462, 4.1944], [4.6858, -1.1103, 3.6485], [2.2214, -3.3932, 2.1226], [1.5992, -2.1202, 1.0444], [1.2523, -2.0529, 2.7867], [5.4452, 0.0498, 2.1008], [4.0387, 1.0996, 2.3594], [4.7786, 0.9943, 0.7480]]}


{"formula": "C14H16CaF4O3S", "method": "ωB97M-V/def2-TZVPD", "homo_lumo_gap_ev": 5.55, "spin_multiplicity": 1, "largest_force_ev_per_a": 8.3, "total_charge": 2, "species": ["C", "C", "C", "C", "C", "C", "C", "C", "C", "C", "O", "S", "O", "O", "C", "C", "F", "F", "C", "F", "F", "C", "H", "H", "H", "H", "H", "H", "H", "H", "H", "H", "H", "H", "H", "H", "H", "H", "Ca"], "positions_angstrom": [[3.7342, -1.6984, 1.5011], [3.5142, -0.2753, 0.6618], [4.6274, 0.9558, 0.8670], [4.5291, 2.4113, 0.0927], [3.2830, 2.6173, -0.9641], [2.1909, 1.4074, -1.1546], [2.2179, -0.0479, -0.3705], [1.0787, -1.2362, -0.5488], [-0.4246, -0.6794, -0.8992], [-0.9782, -1.2863, -2.3519], [-2.3266, -1.8680, -2.2688], [-3.4768, -0.6734, -1.7431], [-3.4578, 0.5440, -2.7308], [-4.8413, -1.4006, -1.7001], [-2.8527, -0.0375, -0.0984], [-3.9796, 0.0972, 1.0810], [-3.9663, -1.0783, 2.0274], [-5.3494, 0.4132, 0.6174], [-3.5097, 1.4053, 2.0119], [-4.6558, 1.7523, 2.9002], [-2.2271, 1.1873, 2.7192], [-1.5311, -0.9510, 0.3259], [3.1198, -2.5902, 1.0049], [3.4827, -1.6098, 2.6405], [4.8767, -2.0182, 1.3799], [5.5225, 0.8046, 1.6082], [5.2715, 3.3086, 0.2248], [3.0916, 3.6076, -1.5903], [1.2913, 1.5651, -1.9134], [1.4926, -1.9761, -1.3836], [1.0736, -1.8647, 0.4604], [-0.4461, 0.5050, -1.0488], [-0.2604, -2.1626, -2.7165], [-0.9115, -0.4560, -3.2000], [-2.4200, 1.0598, -0.2828], [-3.3955, 2.3237, 1.2640], [-1.8534, -2.0984, 0.3164], [-1.0842, -0.6769, 1.3720], [-0.4494, 0.7198, 1.8891]]}


{"formula": "C14H16ClF16O7S2", "method": "ωB97M-V/def2-TZVPD", "homo_lumo_gap_ev": 7.29, "spin_multiplicity": 1, "largest_force_ev_per_a": 1.7, "total_charge": -1, "species": ["O", "S", "O", "O", "C", "C", "C", "C", "S", "O", "O", "Cl", "H", "H", "H", "H", "H", "H", "H", "H", "C", "C", "C", "F", "F", "F", "F", "O", "C", "C", "F", "F", "F", "F", "H", "H", "H", "H", "C", "C", "C", "F", "F", "F", "F", "O", "C", "C", "F", "F", "F", "F", "H", "H", "H", "H"], "positions_angstrom": [[-3.2445, 0.9361, 3.4738], [-3.7119, -0.0949, 2.5480], [-4.8992, 0.2640, 1.7822], [-2.6212, -0.6252, 1.7005], [-4.2060, -1.5119, 3.5602], [-4.1840, -1.2086, 5.0681], [-3.2271, -2.1004, 5.8794], [-2.0417, -1.3128, 6.4747], [-0.4356, -1.9111, 5.9870], [0.4643, -1.7326, 7.0906], [-0.5191, -3.2310, 5.4393], [0.0460, -0.6496, 4.4815], [-5.2046, -1.8065, 3.2577], [-3.5226, -2.3247, 3.3374], [-5.1825, -1.4079, 5.4592], [-3.9799, -0.1560, 5.2391], [-3.7508, -2.5787, 6.7040], [-2.8388, -2.9093, 5.2669], [-2.1169, -0.2765, 6.1538], [-2.0561, -1.2994, 7.5597], [-0.5460, 1.8145, -2.4806], [-1.8864, 2.5489, -2.3516], [-2.9234, 1.9387, -1.4114], [-3.2915, 0.7168, -1.8400], [-4.0267, 2.7249, -1.4097], [-2.4159, 2.7478, -3.5837], [-1.5935, 3.7824, -1.8431], [-0.3663, 0.9750, -3.6116], [-0.7552, -0.3292, -3.6127], [-1.8130, -0.6079, -4.6850], [-2.9136, 0.1325, -4.4731], [-2.1607, -1.9155, -4.6350], [-1.1385, -0.7530, -2.4090], [0.3455, -1.0674, -3.9676], [0.1919, 2.6016, -2.6284], [-0.2704, 1.3126, -1.5530], [-2.5354, 1.8673, -0.3909], [-1.4128, -0.3781, -5.6751], [6.1071, -0.1518, -2.6305], [6.0043, 1.2502, -3.2497], [5.7023, 2.4220, -2.3133], [4.4979, 2.2878, -1.7292], [5.6884, 3.5654, -3.0403], [5.1250, 1.2377, -4.2716], [7.2360, 1.5192, -3.7807], [4.9824, -0.9981, -2.7283], [3.9810, -0.9690, -1.7866], [2.6412, -0.5538, -2.3982], [2.7395, 0.6767, -2.9460], [1.7102, -0.5086, -1.4233], [4.3146, -0.1999, -0.7329], [3.8332, -2.2291, -1.3275], [6.8668, -0.6565, -3.2260], [6.4984, -0.1126, -1.6131], [6.4728, 2.5091, -1.5422], [2.3431, -1.2637, -3.1626]]}


{"formula": "C14H16ClN3O", "method": "ωB97M-V/def2-TZVPD", "homo_lumo_gap_ev": 7.16, "spin_multiplicity": 1, "largest_force_ev_per_a": 0.6, "total_charge": 2, "species": ["N", "C", "C", "N", "C", "C", "C", "C", "C", "C", "N", "C", "C", "O", "Cl", "C", "C", "C", "C", "H", "H", "H", "H", "H", "H", "H", "H", "H", "H", "H", "H", "H", "H", "H", "H"], "positions_angstrom": [[5.2909, -0.0736, 1.7417], [5.2509, 0.1197, 0.2932], [4.3242, 1.2488, -0.0689], [2.8659, 0.9100, -0.0670], [2.0094, 1.9021, -0.3590], [0.6525, 1.6879, -0.3942], [0.1556, 0.4188, -0.1083], [-1.3051, 0.1459, -0.1304], [-2.0746, 0.4911, -1.2395], [-3.4156, 0.2194, -1.2366], [-3.9936, -0.3702, -0.1741], [-5.4298, -0.7004, -0.2375], [-5.6716, -2.0870, -0.8354], [-6.3532, -2.2781, -1.7823], [-4.8169, -3.3623, 0.0149], [-3.2773, -0.7004, 0.9135], [-1.9304, -0.4547, 0.9600], [1.0616, -0.5920, 0.1954], [2.4129, -0.3211, 0.2051], [5.9260, -0.8243, 1.9832], [4.3916, -0.3233, 2.1362], [6.2451, 0.4324, -0.0137], [5.0256, -0.7761, -0.2956], [4.4549, 2.0679, 0.6342], [4.5444, 1.6143, -1.0693], [2.4385, 2.8711, -0.5620], [-0.0007, 2.5156, -0.6240], [-1.6354, 0.9545, -2.1091], [-4.0537, 0.4526, -2.0749], [-5.9249, 0.0176, -0.8813], [-5.8424, -0.6578, 0.7658], [-3.8081, -1.1543, 1.7342], [-1.3802, -0.7109, 1.8518], [0.7273, -1.5956, 0.4088], [3.1362, -1.0874, 0.4253]]}


{"formula": "C14H16ClN3O2", "method": "ωB97M-V/def2-TZVPD", "homo_lumo_gap_ev": 8.67, "de_lowest_kj_mol": 0.0, "spin_multiplicity": 1, "smiles": "CCOC(=O)CCn1nc(-c2ccc(Cl)cc2)cc1N", "largest_force_ev_per_a": 1.1, "species": ["C", "C", "H", "H", "O", "C", "O", "C", "H", "H", "C", "N", "C", "C", "C", "N", "C", "C", "C", "C", "C", "C", "H", "H", "Cl", "H", "H", "H", "N", "H", "H", "H", "H", "H", "H", "H"], "positions_angstrom": [[6.2662, 0.7697, 1.0410], [5.4458, 1.6931, 0.1529], [5.6403, 1.4780, -0.9026], [5.6619, 2.7415, 0.3670], [4.0444, 1.5455, 0.4028], [3.4074, 0.5642, -0.2293], [3.9177, -0.1869, -1.0205], [1.9510, 0.5071, 0.1788], [1.8614, -0.2802, 0.9329], [1.6563, 1.4516, 0.6323], [1.0655, 0.1452, -1.0221], [-0.1613, -0.4737, -0.6169], [-0.3227, -1.7186, -0.1018], [-1.6648, -1.8577, 0.1837], [-2.2465, -0.6259, -0.1903], [-1.3174, 0.1944, -0.6681], [-3.6378, -0.2162, -0.1048], [-4.6220, -1.0665, 0.3963], [-5.9390, -0.6557, 0.4741], [-6.2819, 0.6168, 0.0481], [-5.3207, 1.4802, -0.4550], [-4.0084, 1.0609, -0.5287], [-3.2424, 1.7136, -0.9154], [-5.6027, 2.4687, -0.7832], [-7.9310, 1.1349, 0.1459], [-6.6979, -1.3169, 0.8633], [-4.3608, -2.0584, 0.7303], [-2.1431, -2.7191, 0.6007], [0.7461, -2.5611, 0.1372], [1.5311, -2.4403, -0.4880], [0.4783, -3.5287, 0.2381], [1.6263, -0.5318, -1.6782], [0.7968, 1.0393, -1.5867], [7.3241, 0.9500, 0.8741], [6.0446, -0.2681, 0.8042], [6.0351, 0.9513, 2.0878]]}


Repeat the fifth record exactly.
{"formula": "C14H16ClN3O", "method": "ωB97M-V/def2-TZVPD", "homo_lumo_gap_ev": 7.16, "spin_multiplicity": 1, "largest_force_ev_per_a": 0.6, "total_charge": 2, "species": ["N", "C", "C", "N", "C", "C", "C", "C", "C", "C", "N", "C", "C", "O", "Cl", "C", "C", "C", "C", "H", "H", "H", "H", "H", "H", "H", "H", "H", "H", "H", "H", "H", "H", "H", "H"], "positions_angstrom": [[5.2909, -0.0736, 1.7417], [5.2509, 0.1197, 0.2932], [4.3242, 1.2488, -0.0689], [2.8659, 0.9100, -0.0670], [2.0094, 1.9021, -0.3590], [0.6525, 1.6879, -0.3942], [0.1556, 0.4188, -0.1083], [-1.3051, 0.1459, -0.1304], [-2.0746, 0.4911, -1.2395], [-3.4156, 0.2194, -1.2366], [-3.9936, -0.3702, -0.1741], [-5.4298, -0.7004, -0.2375], [-5.6716, -2.0870, -0.8354], [-6.3532, -2.2781, -1.7823], [-4.8169, -3.3623, 0.0149], [-3.2773, -0.7004, 0.9135], [-1.9304, -0.4547, 0.9600], [1.0616, -0.5920, 0.1954], [2.4129, -0.3211, 0.2051], [5.9260, -0.8243, 1.9832], [4.3916, -0.3233, 2.1362], [6.2451, 0.4324, -0.0137], [5.0256, -0.7761, -0.2956], [4.4549, 2.0679, 0.6342], [4.5444, 1.6143, -1.0693], [2.4385, 2.8711, -0.5620], [-0.0007, 2.5156, -0.6240], [-1.6354, 0.9545, -2.1091], [-4.0537, 0.4526, -2.0749], [-5.9249, 0.0176, -0.8813], [-5.8424, -0.6578, 0.7658], [-3.8081, -1.1543, 1.7342], [-1.3802, -0.7109, 1.8518], [0.7273, -1.5956, 0.4088], [3.1362, -1.0874, 0.4253]]}